[1]
Entry from the OMol25 dataset: a structure of composition C3H6N4O6P2SV at a distorted geometry (ωB97M-V with the def2-TZVPD basis set).

XYZ file:
```
23
Properties=species:S:1:pos:R:3:forces:R:3:lowdin_charge:R:1
O 2.450901 -3.280565 0.216437 1.7 2.3 1.8 0.17
C 1.500715 -3.026070 -0.559583 -0.5 -0.5 -0.5 -0.60
O 1.172099 -3.788149 -1.409968 -0.9 -0.6 -1.1 0.28
C 0.729997 -1.734289 -0.416027 -2.2 -0.3 -0.3 -0.16
N -0.538879 -1.568678 -0.751588 -0.1 1.6 0.7 0.25
C -0.811861 -0.225432 -0.395077 -0.9 -1.4 0.3 -0.42
N -2.075725 0.297124 -0.592617 -0.5 0.3 -1.4 -0.11
P -2.545123 1.915471 -0.137028 -0.4 2.0 2.8 0.22
O -1.819243 3.018706 -0.992828 -0.9 -1.4 -0.4 -0.10
O -4.120913 2.039532 -0.184512 1.1 -0.9 -1.2 -0.10
S -2.005489 2.095692 1.731686 0.4 -1.5 0.1 0.48
N 0.288020 0.392106 0.124127 -1.2 -0.6 -1.1 0.16
N 1.214333 -0.609012 0.096179 3.8 2.6 1.1 -0.08
P 2.838936 -0.496432 0.687113 0.2 -2.4 -1.1 1.09
O 3.055139 0.934484 1.270257 -0.1 -1.5 -0.4 -0.02
O 3.932481 -0.855153 -0.375373 -1.0 0.6 0.8 -0.02
H -2.766454 -0.344909 -1.025637 0.7 0.7 -1.2 0.17
H -1.988805 3.862463 -0.520244 0.3 0.3 -0.5 0.14
H -4.450408 1.883470 0.719990 -0.4 0.3 -0.1 0.10
H 0.401027 1.346534 0.472811 0.2 -0.1 0.0 0.16
H 3.982420 0.975195 1.614412 0.0 0.8 0.2 0.17
H 3.912367 -1.819093 -0.584219 0.5 -0.2 0.0 0.13
V -2.355535 -1.012995 1.011691 0.3 0.0 1.4 1.10
```
Forces are in eV/Å.

Orbital gap in eV: 3.9501
Electronic energy in eV: -76516.231
Highest occupied orbital energy in Eh: -0.728
Net charge: +3

=====

[2]
Entry from the OMol25 dataset: the molecule C3H6N4S at a distorted geometry (ωB97M-V with the def2-TZVPD basis set).

XYZ file:
```
14
Properties=species:S:1:pos:R:3:forces:R:3:lowdin_charge:R:1
H 2.533850 1.718346 -0.083732 -1.3 0.9 0.2 0.04
N 1.550044 2.132635 -0.085002 1.0 -2.0 -0.3 0.09
C 0.747662 1.135699 -0.025991 -0.6 -0.4 0.4 -0.45
C -0.725548 1.116653 -0.145447 1.0 -0.2 0.4 0.02
C -1.154012 -0.167514 -0.081575 0.5 1.4 -0.4 -0.41
N -2.375702 -0.752043 -0.148309 -0.9 0.0 0.0 0.13
N -0.103519 -1.045585 0.073976 0.3 0.3 -1.4 -0.01
N 1.073588 -0.278067 0.222652 -0.3 0.9 0.2 -0.50
S 2.466110 -1.031220 -0.303533 0.5 0.1 -0.4 0.81
H -1.276206 2.027788 -0.152974 -0.4 0.2 -0.4 0.10
H -3.136292 -0.182962 -0.522206 0.5 -0.5 0.2 0.12
H -2.336676 -1.710605 -0.474968 -0.3 0.3 -0.1 0.11
H -0.282665 -1.624765 0.844604 0.2 -1.1 1.4 0.12
H 3.019364 -1.338365 0.882506 -0.1 0.1 0.1 -0.14
```
Forces are in eV/Å.

SMILES: [H]/N=c1/cc(N)[nH]n1S
Orbital gap in eV: 8.7005
Electronic energy in eV: -20002.271
Highest occupied orbital energy in Eh: -0.296

=====

[3]
Entry from the OMol25 dataset: the molecule C3H6N4S at a distorted geometry (ωB97M-V with the def2-TZVPD basis set).

XYZ file:
```
14
Properties=species:S:1:pos:R:3:forces:R:3:lowdin_charge:R:1
C -1.134674 -0.742266 0.661975 -0.4 1.0 0.7 -0.58
C -1.087681 0.403004 -0.365370 -1.8 -2.0 -0.8 -0.26
N 0.254488 0.663698 -0.525810 1.6 1.4 -2.3 -0.17
N 1.014732 1.227279 0.510642 -1.5 0.4 -0.1 0.02
N 2.141072 0.616176 0.547681 2.5 1.4 2.7 -0.04
N 2.252950 -0.291520 -0.257082 0.8 -1.5 -1.9 -0.01
C 0.991136 -0.465018 -0.885647 -0.5 -2.0 -0.3 -0.48
S 0.028636 -1.930428 0.095605 1.2 -0.2 0.1 0.80
H -1.078745 -0.226730 1.682591 0.2 -1.4 -1.0 0.10
H -2.012210 -1.296451 0.475317 -1.6 -0.1 0.7 0.03
H -1.444529 -0.103336 -1.401066 0.3 2.0 2.3 0.18
H -1.546620 1.277544 0.086603 -0.8 0.1 -0.8 0.12
H 0.668371 1.757426 1.304162 0.0 -0.3 -0.5 0.17
H 0.953072 -0.889373 -1.929598 0.2 1.2 1.1 0.12
```
Forces are in eV/Å.

SMILES: C1CN2NN=N[C@H]2S1
Orbital gap in eV: 8.9216
Electronic energy in eV: -19999.981
Highest occupied orbital energy in Eh: -0.305

=====

[4]
Entry from the OMol25 dataset: the molecule C3H6N4S at a distorted geometry (ωB97M-V with the def2-TZVPD basis set).

XYZ file:
```
14
Properties=species:S:1:pos:R:3:forces:R:3:lowdin_charge:R:1
C -0.137611 0.778106 0.468653 0.0 -0.2 -2.5 -0.39
C -0.011417 1.908447 -0.490698 0.2 -2.0 -0.6 0.01
C 0.311463 -1.260762 -1.056402 -1.8 0.9 -0.4 -0.06
N -0.437464 -0.216682 2.288165 -1.2 2.9 5.5 -0.07
N -0.426695 0.950112 1.698082 -0.5 0.3 1.6 0.07
N 0.103095 -0.543646 0.181788 1.5 0.3 0.5 -0.10
N -0.219540 -1.153338 1.435706 1.0 -3.5 -4.0 -0.66
S -0.188782 -2.744924 1.736842 0.1 -0.2 0.2 0.74
H 0.088290 1.452020 -1.500706 0.0 0.9 0.5 0.08
H -0.840449 2.587049 -0.423052 -0.3 0.2 0.0 0.08
H 0.896444 2.361493 -0.167360 0.8 0.9 -0.3 0.08
H 1.196866 -1.103583 -1.689581 0.6 -0.1 1.2 0.09
H 0.102517 -2.344518 -0.862850 0.0 1.1 -0.6 0.06
H -0.436716 -0.669774 -1.618587 -0.3 -1.5 -0.9 0.09
```
Forces are in eV/Å.

Orbital gap (alpha / beta) in eV: 6.4450 / 7.4746
Electronic energy in eV: -19998.274
Highest occupied orbital energy (alpha / beta) in Eh: -0.209 / -0.358
Expectation value of S²: 2.016
Multiplicity: 3

=====

[5]
Entry from the OMol25 dataset: the ion C3H6NO with charge +1 at a distorted geometry (ωB97M-V with the def2-TZVPD basis set).

XYZ file:
```
11
Properties=species:S:1:pos:R:3:forces:R:3:lowdin_charge:R:1
C 1.288472 1.239198 0.271263 0.4 0.6 -1.1 0.23
C -1.091312 0.241331 0.061208 1.7 1.1 1.3 -0.03
C 0.097392 -0.591377 0.335347 -3.0 -2.7 1.9 -0.33
N -0.732715 -0.904574 -0.833503 -1.1 -0.4 1.6 0.12
O 1.348569 -0.042448 -0.004760 -0.1 2.2 0.8 0.06
H 2.091169 1.861068 -0.193929 -0.4 -0.9 0.4 0.15
H 0.578545 1.825448 0.913661 0.4 -1.5 -0.4 0.14
H -1.923261 0.229703 0.789953 0.2 -0.6 -1.0 0.10
H 0.021550 -1.516364 1.056356 1.2 2.2 -1.2 0.22
H -1.303398 -1.754240 -0.692278 0.7 0.3 -1.1 0.19
H -0.375011 -0.587745 -1.703318 -0.1 -0.3 -1.3 0.16
```
Forces are in eV/Å.

Orbital gap (alpha / beta) in eV: 6.8956 / 6.8922
Electronic energy in eV: -6732.871
Highest occupied orbital energy (alpha / beta) in Eh: -0.485 / -0.485
Net charge: +1

=====

[6]
Entry from the OMol25 dataset: the ion C3H6NO2 with charge -1 at a distorted geometry (ωB97M-V with the def2-TZVPD basis set).

XYZ file:
```
12
Properties=species:S:1:pos:R:3:forces:R:3:lowdin_charge:R:1
O 1.711558 -1.033395 -2.344989 -2.4 0.8 4.1 -0.07
C 0.976553 -1.117146 -1.291571 1.0 0.1 -4.0 -0.31
N -0.151282 -0.394651 -0.902852 -0.7 -1.9 -1.2 -0.05
C -0.214711 0.827607 -0.132128 -2.4 -0.2 1.4 -0.22
C -0.448873 0.578820 1.459813 -3.2 -0.8 -2.4 -0.49
O -1.803061 0.715381 1.671227 1.3 -0.7 0.6 -0.41
H 1.083442 -2.009567 -0.707300 0.4 -1.0 0.4 0.09
H -0.975018 -1.099392 -0.815413 1.9 1.9 0.7 0.17
H -1.053906 1.461654 -0.525877 0.9 -0.4 0.6 0.11
H 0.681320 1.317236 -0.069075 2.7 1.3 -1.1 0.06
H 0.153929 1.178817 2.107312 0.9 1.3 0.3 0.05
H 0.040048 -0.425364 1.550852 -0.3 -0.5 0.3 0.06
```
Forces are in eV/Å.

SMILES: O=CNCC[O-]
Orbital gap in eV: 6.2930
Electronic energy in eV: -8791.336
Highest occupied orbital energy in Eh: -0.089
Net charge: -1

=====

[7]
Entry from the OMol25 dataset: a cluster of 2 separate species, C3H6NO2 in total at a distorted geometry (ωB97M-V with the def2-TZVPD basis set).

XYZ file:
```
12
Properties=species:S:1:pos:R:3:forces:R:3:lowdin_charge:R:1
C 1.769575 -1.093343 0.603618 0.4 -0.2 0.9 -0.14
N 3.021003 -1.139272 0.871129 -0.1 0.8 -1.4 -0.03
H 1.156545 -0.233178 0.859964 0.0 -0.2 0.3 0.03
H 1.222498 -1.949217 0.205506 0.0 0.3 -0.7 0.06
H 3.448727 -1.831952 0.248254 0.0 -0.7 0.9 0.00
O -0.036486 1.268570 -0.454714 -0.2 0.2 -0.1 -0.11
C -1.051329 0.547264 -0.308525 0.5 -0.3 0.3 -0.79
O -1.069095 -0.614357 0.177334 -0.4 0.2 -0.2 -0.12
C -2.400566 1.126234 -0.764520 0.3 -0.3 -0.1 -0.06
H -3.165310 0.409420 -0.477663 -0.3 0.2 0.0 0.05
H -2.553670 2.111834 -0.333108 -0.1 0.1 0.1 0.05
H -2.377761 1.247614 -1.850614 -0.1 0.0 0.0 0.06
```
Forces are in eV/Å.

Orbital gap in eV: 8.5234
Electronic energy in eV: -8793.960
Highest occupied orbital energy in Eh: -0.151
Net charge: -1

=====

[8]
Entry from the OMol25 dataset: a cluster of 2 separate species, C3H6NO3 in total at a distorted geometry (ωB97M-V with the def2-TZVPD basis set).

XYZ file:
```
13
Properties=species:S:1:pos:R:3:forces:R:3:lowdin_charge:R:1
O 0.005906 1.866297 -1.342654 0.1 0.7 1.2 -0.12
C 0.043107 2.186402 -0.127310 -0.4 -1.6 -0.1 -0.56
O 0.119343 1.374216 0.871008 0.3 1.9 -0.8 -0.19
H -0.064149 3.278460 0.118706 0.2 -0.3 0.0 0.09
O 1.332681 -1.468336 -1.153704 -1.2 -0.3 1.5 -0.01
C 0.366788 -1.117423 -0.471008 0.8 0.1 -2.2 -0.26
C -0.335001 -1.873247 0.626380 0.6 0.7 1.5 -0.25
N -1.311846 -0.905900 1.201526 0.3 -0.7 0.9 -0.05
H -0.094034 -0.145928 -0.710132 0.1 -0.3 0.0 0.08
H -0.839718 -2.759245 0.259509 0.0 -0.3 -0.3 0.09
H 0.457577 -2.206858 1.361321 -0.6 0.1 -0.6 0.12
H -1.588762 -1.193004 2.172917 0.5 0.5 -1.3 0.06
H -0.800801 0.016071 1.221417 -0.7 -0.7 0.2 0.01
```
Forces are in eV/Å.

Orbital gap in eV: 8.6480
Electronic energy in eV: -10841.703
Highest occupied orbital energy in Eh: -0.165
Net charge: -1

=====

[9]
Entry from the OMol25 dataset: a structure of composition C3H6NO3SSe2TcTe2 (ωB97M-V with the def2-TZVPD basis set).

XYZ file:
```
19
Properties=species:S:1:pos:R:3:forces:R:3:lowdin_charge:R:1
Tc -0.147967 0.604028 0.213707 -0.1 0.0 0.1 0.57
Se 2.140632 0.214751 -0.017669 0.1 0.0 0.0 0.08
Te 3.414965 -0.074479 2.094837 0.0 0.0 -0.1 0.33
Te 1.481514 -0.129670 3.879706 0.0 0.0 0.1 0.33
Se -0.510710 0.251033 2.439043 0.0 0.0 -0.1 0.11
C 0.227831 5.221161 0.167590 0.0 0.0 0.0 -0.01
C 0.153437 3.775435 0.250126 0.0 0.0 0.0 -0.13
N 0.093172 2.635498 0.314435 0.0 0.0 0.0 0.01
H -0.765526 5.623015 -0.026577 0.0 0.0 0.0 0.10
H 0.900702 5.504011 -0.640555 0.0 0.0 0.0 0.10
H 0.602488 5.619031 1.109575 0.0 0.0 0.0 0.10
C -2.696872 -1.081260 -2.593436 0.0 0.0 0.0 -0.10
S -1.658092 -0.311551 -1.426536 0.0 0.0 0.0 0.40
O -2.412920 0.506552 -0.457314 0.0 0.0 0.0 -0.37
O -0.642994 0.556418 -2.067062 0.0 0.0 0.0 -0.38
O -0.893199 -1.318329 -0.633215 0.0 0.0 0.0 -0.42
H -3.214114 -0.294504 -3.138699 0.0 0.0 0.0 0.09
H -3.399024 -1.707157 -2.046946 0.0 0.0 0.0 0.09
H -2.069961 -1.673899 -3.255843 0.0 0.0 0.0 0.09
```
Forces are in eV/Å.

Orbital gap (alpha / beta) in eV: 5.6175 / 5.9017
Electronic energy in eV: -169147.475
Highest occupied orbital energy (alpha / beta) in Eh: -0.416 / -0.424
Net charge: +1
Expectation value of S²: 0.892
Multiplicity: 2

=====

[10]
Entry from the OMol25 dataset: the ion C3H6NO4S with charge -1 at a distorted geometry (ωB97M-V with the def2-TZVPD basis set).

XYZ file:
```
15
Properties=species:S:1:pos:R:3:forces:R:3:lowdin_charge:R:1
C 1.459383 0.757558 0.646623 -0.9 0.0 0.0 -0.14
S 0.894195 -0.062259 -0.840037 0.0 -0.6 -0.4 0.63
O 1.626667 -1.299156 -1.022444 0.3 -0.4 0.5 -0.37
O 0.961222 0.840957 -1.944075 -0.1 0.7 -0.2 -0.31
C -0.796938 -0.508739 -0.384564 0.1 0.5 0.9 -0.36
N -0.674293 -1.102961 0.960793 0.3 -0.4 -0.3 0.01
C -1.679266 0.786245 -0.376209 -0.8 0.9 -0.5 -0.76
O -2.063731 1.181081 -1.495604 0.2 -0.7 0.0 -0.06
O -1.911534 1.296126 0.729559 0.3 -0.1 0.5 -0.06
H 1.761176 0.020101 1.376590 0.3 -0.1 0.0 0.05
H 0.571702 1.251972 1.041653 -0.1 0.2 0.0 0.06
H 2.216146 1.484350 0.390309 0.3 -0.1 -0.2 0.06
H -1.188055 -1.207070 -1.117595 0.3 0.1 -0.4 0.12
H -1.380437 -1.822977 1.045884 -0.2 0.1 0.1 0.07
H 0.203761 -1.615228 0.989116 0.0 -0.2 0.0 0.05
```
Forces are in eV/Å.

SMILES: CS(=O)(=O)[C@@H](N)C(=O)[O-]
Orbital gap in eV: 7.9639
Electronic energy in eV: -23724.726
Highest occupied orbital energy in Eh: -0.164
Net charge: -1

=====

[11]
Entry from the OMol25 dataset: the ion C3H6NO4S with charge -1 at a distorted geometry (ωB97M-V with the def2-TZVPD basis set).

XYZ file:
```
15
Properties=species:S:1:pos:R:3:forces:R:3:lowdin_charge:R:1
C 2.125937 0.513202 -0.045454 -0.8 1.2 -0.4 -0.13
C 0.981982 -0.426110 -0.313815 -0.5 -1.9 -1.2 -0.32
C -0.381041 0.209534 -0.293430 1.1 -0.8 -4.4 -0.25
N -1.443829 1.099337 1.267970 -0.9 2.7 1.6 -0.17
O -2.402699 -1.362956 -1.271291 1.2 1.4 0.8 -0.37
O -1.884842 2.177343 0.926581 0.3 -0.4 0.5 -0.13
O -1.238704 -2.168601 0.673927 0.7 1.5 -0.3 -0.36
O -2.577281 -0.074794 0.868157 0.3 -1.5 -1.3 -0.35
S -1.659230 -0.961028 -0.055160 -3.3 -2.0 0.7 0.55
H 1.628893 1.411396 0.377792 0.8 0.1 -0.6 0.08
H 2.708523 0.655764 -0.964044 -0.3 0.7 0.2 0.07
H 2.827138 0.220485 0.687920 0.7 -0.8 0.9 0.04
H 1.267546 -1.132390 -1.248402 -1.0 1.5 1.5 0.15
H 0.756675 -1.141708 0.458049 1.1 -0.7 0.6 0.07
H -0.709067 0.980528 -1.068794 0.6 -0.9 1.3 0.12
```
Forces are in eV/Å.

Orbital gap (alpha / beta) in eV: 5.9619 / 8.4073
Electronic energy in eV: -23718.630
Highest occupied orbital energy (alpha / beta) in Eh: -0.082 / -0.198
Net charge: -1
Expectation value of S²: 2.009
Multiplicity: 3

=====

[12]
Entry from the OMol25 dataset: the ion C3H6NO5S2 with charge -1 at a distorted geometry (ωB97M-V with the def2-TZVPD basis set).

XYZ file:
```
17
Properties=species:S:1:pos:R:3:forces:R:3:lowdin_charge:R:1
N -0.647868 1.139783 -0.983159 2.1 0.5 -1.1 0.06
C -0.729419 0.024221 -0.158368 2.7 0.0 1.4 -0.77
C 0.735233 -0.669639 -0.064608 -0.4 -2.3 0.5 -0.50
O 0.869850 -1.326216 -1.300485 1.9 1.4 -0.2 -0.07
O 0.798822 -1.550702 0.986751 0.0 0.5 0.5 -0.08
S 2.700816 -0.089727 0.190907 0.8 4.2 -0.6 0.59
O 3.165273 -1.061484 1.204757 -0.2 -0.1 -0.4 -0.31
O 2.878206 1.293451 0.675410 -0.5 -1.2 -0.5 -0.38
O 3.291591 -0.288840 -1.158324 -0.8 -0.5 0.7 -0.37
C -1.592827 0.099045 1.032250 -0.7 -0.1 -4.2 -0.30
S -2.154690 -1.104926 -0.302169 0.3 0.2 1.0 0.82
H -1.528685 1.169315 -1.421329 -0.9 0.7 -1.3 0.04
H 0.166618 1.011896 -1.650803 -1.8 0.3 0.7 0.12
H 1.847876 -1.059838 -1.501140 -1.5 -1.0 -0.7 0.06
H 1.812745 -1.436082 1.270662 -1.8 -1.5 0.5 0.01
H -2.178424 0.950942 1.177976 -0.9 1.3 -0.2 0.05
H -1.132410 -0.206587 1.850170 1.6 -2.2 3.7 0.02
```
Forces are in eV/Å.

SMILES: N[C@@]1(C(O)(O)S(=O)(=O)[O-])CS1
Orbital gap in eV: 8.7184
Electronic energy in eV: -36606.332
Highest occupied orbital energy in Eh: -0.208
Net charge: -1